No. 1
{
  "formula": "C2H5N3OS",
  "method": "ωB97M-V/def2-TZVPD",
  "fmax_ev_per_a": 3.6,
  "gap_ha": 0.353,
  "molar_mass_g_mol": 119.15,
  "spin_multiplicity": 1,
  "de_lowest_kj_mol": 371.65,
  "elements": ["C", "C", "N", "N", "N", "O", "S", "H", "H", "H", "H", "H"],
  "positions_angstrom": [[1.64923, -0.11871, -0.18252], [0.01027, 0.14230, 1.51010], [1.26301, -0.15512, 0.96706], [-1.21097, -0.65531, -0.87752], [2.07749, 0.23032, -1.28483], [-1.86964, 1.67512, -0.09116], [-0.68191, 0.88754, -0.23576], [0.10364, 0.90784, 2.19745], [-0.46957, -0.75361, 2.07372], [-1.62959, -0.56063, -1.76259], [-1.67929, -1.28566, -0.26338], [2.43734, -0.31409, -2.05056]],
  "forces_ev_per_a": [[0.8040, 0.7876, -1.2841], [-1.8574, -2.2425, -2.0762], [2.0516, -1.0487, -0.1382], [2.1542, 0.8384, 1.3623], [0.3694, -0.4642, 1.1469], [-1.3852, 1.5650, 0.3203], [-1.2433, -2.4880, 1.2616], [-0.0632, 1.8941, 1.2374], [0.4271, 1.3572, -1.4323], [-0.5499, 0.2331, -1.0881], [-0.4551, -0.0722, 0.4314], [-0.2522, -0.3599, 0.2588]]
}

=====

No. 2
{
  "formula": "C2H9N2O3P",
  "method": "ωB97M-V/def2-TZVPD",
  "fmax_ev_per_a": 3.2,
  "gap_ha": [0.275, 0.241],
  "molar_mass_g_mol": 140.08,
  "spin_multiplicity": 1,
  "de_lowest_kj_mol": 587.31,
  "elements": ["C", "C", "N", "N", "O", "O", "O", "P", "H", "H", "H", "H", "H", "H", "H", "H", "H"],
  "positions_angstrom": [[0.11672, 2.35621, 0.03609], [1.47711, -0.03686, 1.49978], [0.13264, -1.02872, -3.25734], [0.60835, -0.83315, -2.03903], [-3.11014, -1.99233, 1.01378], [-0.61898, 1.53723, -0.41306], [1.54741, -0.28678, 0.11612], [0.06088, -0.67271, -0.45708], [-0.16094, 3.03451, 0.92463], [0.98927, 2.65718, -0.54559], [-3.70291, -1.74244, 1.69179], [0.76284, -0.52129, 2.09360], [1.10986, 0.92117, 1.63153], [2.52112, -0.08291, 1.89368], [-2.34301, -1.42203, 1.11601], [-0.94357, -1.30852, -3.21320], [1.55336, -0.57857, -2.09172]],
  "forces_ev_per_a": [[0.3685, 3.0592, 0.6807], [2.6988, 0.5033, 0.0587], [-2.8133, -0.8339, -0.1206], [-1.5551, -0.0889, 0.3563], [0.9252, -0.4313, -1.0593], [-1.6661, -0.4783, -0.3504], [-0.2320, -0.3356, -0.0101], [-0.3619, -2.0338, -1.0380], [0.4146, -1.1454, -0.6695], [0.6092, 0.0181, 0.1894], [-0.9849, 0.4108, 1.1010], [-0.7707, -2.1568, 0.5226], [-0.1550, 2.5556, 0.3192], [-1.0399, -0.1973, -0.0685], [0.0599, 0.0124, -0.0860], [2.7253, 0.7717, 0.3077], [1.7772, 0.3702, -0.1334]]
}

=====

No. 3
{
  "formula": "C7H18N2",
  "method": "ωB97M-V/def2-TZVPD",
  "fmax_ev_per_a": 2.6,
  "gap_ha": 0.345,
  "smiles": "CC[C@@H](C)C[C@@H](C)NN",
  "molar_mass_g_mol": 130.24,
  "spin_multiplicity": 1,
  "de_lowest_kj_mol": 138.05,
  "elements": ["C", "C", "C", "C", "C", "C", "C", "N", "N", "H", "H", "H", "H", "H", "H", "H", "H", "H", "H", "H", "H", "H", "H", "H", "H", "H", "H"],
  "positions_angstrom": [[-0.86374, -0.55460, -3.19269], [-1.25736, -0.10148, -1.81032], [-0.06470, -0.01856, -0.83894], [0.86244, 1.13026, -1.29571], [-0.59853, 0.18754, 0.56290], [0.35997, 0.40975, 1.74627], [-0.41796, 0.85218, 2.98235], [0.94741, -0.84657, 2.11695], [2.01649, -1.39420, 1.34465], [-0.37829, -1.52550, -3.22911], [-0.19928, 0.18130, -3.65430], [-1.76333, -0.57942, -3.77034], [-2.01526, -0.78949, -1.39866], [-1.73598, 0.86271, -1.87341], [0.51388, -0.95669, -0.85704], [1.26063, 0.92610, -2.30531], [1.71133, 1.20318, -0.61274], [0.29380, 2.06066, -1.34262], [-1.20786, -0.67961, 0.83962], [-1.31460, 1.02053, 0.54713], [1.12766, 1.12653, 1.50655], [0.28307, 1.15075, 3.74608], [-1.02896, 0.02365, 3.37443], [-1.07735, 1.70958, 2.76721], [0.26425, -1.57544, 2.36280], [2.55306, -2.09458, 1.86044], [1.72920, -1.72859, 0.42382]],
  "forces_ev_per_a": [[0.2208, 0.5519, -0.1467], [0.4827, -1.1525, 0.7502], [0.1630, 0.5227, -0.4011], [0.0745, -0.8048, -0.1006], [-0.6255, 0.7465, 0.5087], [-1.0554, -0.9882, -0.5022], [-0.4074, 0.4132, -0.2628], [1.4421, -1.8979, 1.0711], [-0.1191, 0.6957, -0.3698], [0.0074, -0.1447, 0.1382], [-0.0386, -0.1734, -0.0740], [-0.4672, -0.2307, -0.7380], [0.2009, 0.1266, -0.0722], [-0.1526, 0.5187, 0.0598], [-0.2715, 0.1548, -0.2700], [-0.1125, 0.1283, 0.4576], [-0.0448, 0.2761, -0.1249], [0.1350, 0.1089, 0.1541], [-0.0474, -0.0683, -0.0347], [0.0661, 0.1085, -0.1929], [0.4332, 0.1694, -0.0370], [0.1590, 0.0213, 0.3564], [0.1176, 0.2690, -0.1680], [0.1865, -0.3425, 0.0567], [0.1042, 0.7535, -0.3648], [-0.5265, 0.4891, -0.1731], [0.0755, -0.2512, 0.4800]]
}

=====

No. 4
{
  "formula": "C29H26AsN2O6PRuS4",
  "method": "ωB97M-V/def2-TZVPD",
  "fmax_ev_per_a": 1.1,
  "charge": -1,
  "gap_ha": [0.260, 0.255],
  "s2": 0.758,
  "molar_mass_g_mol": 833.77,
  "spin_multiplicity": 2,
  "de_lowest_kj_mol": 200.82,
  "elements": ["Ru", "S", "C", "C", "C", "C", "C", "N", "H", "H", "H", "H", "O", "As", "O", "O", "C", "C", "C", "C", "C", "C", "S", "O", "O", "O", "H", "H", "H", "H", "H", "C", "C", "C", "C", "N", "C", "C", "H", "H", "H", "H", "H", "H", "H", "S", "P", "S", "C", "C", "C", "C", "C", "C", "C", "C", "C", "C", "C", "C", "H", "H", "H", "H", "H", "H", "H", "H", "H", "H"],
  "positions_angstrom": [[-0.42336, 0.57670, 0.95344], [1.74198, 0.67755, 1.82077], [2.65533, 0.86670, 0.31721], [4.03725, 1.07963, 0.33607], [4.72196, 1.15234, -0.86276], [4.02706, 1.00780, -2.05809], [2.65677, 0.80299, -1.97654], [1.98322, 0.74627, -0.83526], [4.55688, 1.16775, 1.28140], [5.79428, 1.30994, -0.86514], [4.52992, 1.04276, -3.01511], [2.06236, 0.65799, -2.87609], [-3.34543, 3.39570, 1.69664], [-2.80859, 1.70999, 1.70513], [-2.46420, 1.22384, 0.15956], [-1.27510, 1.73112, 2.42261], [-4.21846, 0.88482, 2.67778], [-5.52133, 1.21843, 2.31325], [-6.59335, 0.72208, 3.02946], [-6.35033, -0.10325, 4.12771], [-5.06199, -0.44271, 4.48448], [-3.95729, 0.03245, 3.76046], [-1.88229, -1.53362, 2.94658], [-2.72230, -0.33341, 4.10215], [-2.74463, -1.39046, 1.78035], [-0.60570, -0.80382, 2.73135], [-2.66601, 3.92976, 2.12511], [-5.69503, 1.87854, 1.47185], [-7.60453, 0.97862, 2.74302], [-7.18232, -0.49406, 4.70132], [-4.86273, -1.10102, 5.32063], [-0.10240, 6.30314, -1.60220], [-0.06330, 4.92341, -1.01203], [0.29235, 4.70645, 0.31020], [0.27686, 3.42253, 0.83076], [-0.05458, 2.36855, 0.08461], [-0.39616, 2.55839, -1.19640], [-0.40536, 3.80945, -1.77195], [0.36342, 7.03168, -0.93990], [-1.13650, 6.61104, -1.76986], [0.40881, 6.33254, -2.56495], [0.58064, 5.53069, 0.94982], [0.53957, 3.21321, 1.85552], [-0.67027, 1.66921, -1.74583], [-0.69284, 3.91024, -2.81054], [-1.50958, -4.42210, -0.68432], [-0.12323, -3.05678, -0.89875], [-0.69709, -1.08462, -0.80811], [1.32436, -3.43357, 0.14339], [2.10626, -4.54232, -0.18060], [3.19515, -4.87777, 0.60548], [3.50543, -4.11553, 1.72778], [2.71843, -3.02556, 2.06154], [1.62618, -2.68632, 1.27069], [0.62640, -3.10842, -2.57086], [1.82879, -2.44399, -2.80427], [2.39492, -2.44718, -4.06835], [1.75896, -3.10949, -5.11331], [0.56265, -3.77216, -4.88324], [-0.00067, -3.77673, -3.61194], [1.85652, -5.14098, -1.04892], [3.80313, -5.73607, 0.34570], [4.35940, -4.37904, 2.34059], [2.94280, -2.42441, 2.93373], [1.01085, -1.84346, 1.54169], [2.31803, -1.92189, -1.98964], [3.33294, -1.93174, -4.23893], [2.19954, -3.11081, -6.10323], [0.06523, -4.29118, -5.69375], [-0.92771, -4.29984, -3.40897]],
  "forces_ev_per_a": [[0.0737, -0.3703, 0.9914], [-0.0126, -0.0019, -0.4574], [-0.3236, -0.1499, 0.0580], [0.1991, 0.0110, -0.0467], [-0.0253, -0.0034, 0.1297], [-0.1387, -0.0377, 0.0317], [0.1785, 0.0992, -0.1492], [0.4322, -0.0093, 0.2093], [-0.0261, 0.0072, 0.0049], [-0.0065, 0.0008, 0.0040], [-0.0189, -0.0079, -0.0104], [0.0204, 0.0459, 0.0071], [-0.1531, 0.0653, 0.0049], [0.0620, 0.1006, 0.2643], [-0.0840, -0.3913, 0.0152], [-0.0790, 0.3354, 0.3104], [0.0098, 0.0648, 0.0228], [-0.0080, 0.0216, 0.0588], [0.0292, -0.0491, 0.0687], [-0.0377, 0.0575, -0.0785], [0.1321, -0.0379, 0.0179], [-0.0967, -0.0022, -0.1061], [-0.5773, 0.2012, -0.3468], [-0.0021, -0.0342, 0.0745], [0.0775, -0.2606, 0.3535], [0.1423, -0.2699, -0.6090], [0.0643, -0.0450, -0.0587], [0.0225, 0.0020, 0.0020], [-0.0068, -0.0102, 0.0081], [0.0011, 0.0009, 0.0009], [-0.0147, 0.0058, 0.0009], [-0.0114, 0.0141, 0.0061], [0.0262, 0.0241, 0.0001], [0.0114, -0.0198, -0.0064], [0.1437, 0.0077, -0.1627], [-0.3134, 0.2145, -0.7931], [0.0581, 0.0655, -0.0104], [0.0018, -0.0248, -0.0150], [0.0043, -0.0032, -0.0012], [0.0054, 0.0042, -0.0058], [0.0026, -0.0060, -0.0003], [-0.0046, -0.0006, 0.0044], [-0.0111, -0.0004, 0.0371], [0.0100, -0.0070, -0.0050], [-0.0009, 0.0038, 0.0003], [0.0204, 0.0665, -0.0110], [0.1197, -0.1039, 0.0474], [0.1264, 0.4546, 0.1627], [-0.0439, 0.0823, 0.0597], [0.0289, -0.0068, -0.0165], [-0.0182, -0.0075, -0.0201], [0.0010, 0.0156, 0.0170], [-0.0078, -0.0204, -0.0161], [-0.0042, -0.0787, -0.0233], [-0.0082, -0.0294, -0.0276], [0.0086, 0.0083, -0.0094], [-0.0018, 0.0021, 0.0221], [-0.0157, -0.0117, 0.0044], [0.0088, 0.0026, -0.0080], [0.0056, 0.0135, 0.0128], [0.0056, 0.0032, -0.0008], [-0.0022, 0.0028, 0.0005], [-0.0012, 0.0020, -0.0001], [0.0094, 0.0030, -0.0010], [0.0257, -0.0078, -0.0071], [-0.0142, -0.0010, -0.0141], [-0.0024, -0.0023, 0.0003], [-0.0017, 0.0009, 0.0022], [0.0038, 0.0009, 0.0018], [0.0019, 0.0008, -0.0006]]
}

=====

No. 5
{
  "formula": "C19H35Br9O8S4",
  "method": "ωB97M-V/def2-TZVPD",
  "fmax_ev_per_a": 1.7,
  "gap_ha": 0.338,
  "molar_mass_g_mol": 1238.88,
  "spin_multiplicity": 1,
  "de_lowest_kj_mol": 34.09,
  "elements": ["C", "Br", "Br", "Br", "H", "C", "Br", "Br", "Br", "H", "C", "Br", "Br", "Br", "H", "C", "C", "C", "S", "O", "O", "C", "H", "H", "H", "H", "H", "H", "H", "H", "C", "C", "C", "S", "O", "O", "C", "H", "H", "H", "H", "H", "H", "H", "H", "C", "C", "C", "S", "O", "O", "C", "H", "H", "H", "H", "H", "H", "H", "H", "C", "C", "C", "S", "O", "O", "C", "H", "H", "H", "H", "H", "H", "H", "H"],
  "positions_angstrom": [[3.38196, -3.95106, 1.82217], [3.45797, -5.79835, 1.20861], [1.54971, -3.23157, 1.76738], [4.52772, -2.76534, 0.73014], [3.71847, -3.95169, 2.84786], [4.81987, 4.87127, 0.98020], [2.90976, 4.68137, 0.58547], [5.47812, 6.66766, 0.56022], [5.82126, 3.47177, 0.06062], [4.95314, 4.74315, 2.04529], [0.57375, -1.50982, -6.24967], [2.47914, -1.91397, -6.40036], [-0.02773, -0.42270, -7.76750], [0.16375, -0.73243, -4.49655], [-0.00087, -2.42014, -6.32721], [2.11941, 1.11288, -0.18206], [1.89216, -0.25459, -0.81642], [0.41582, -0.62812, -0.68652], [-0.51043, 0.96400, -0.58340], [-1.10224, 1.11235, 0.72441], [-1.32430, 1.13403, -1.77039], [0.97757, 2.02665, -0.61495], [3.03799, 1.55087, -0.58024], [2.26960, 1.02884, 0.89492], [2.47626, -1.01552, -0.30244], [2.21550, -0.31376, -1.85640], [0.12563, -1.19264, 0.19307], [0.01680, -1.02720, -1.61362], [0.83676, 2.98009, -0.11629], [1.18513, 2.30762, -1.65150], [-4.01731, -1.93737, 0.79554], [-3.64413, -3.30292, 1.35731], [-2.37213, -3.76083, 0.64763], [-2.65853, -3.28141, -1.09048], [-3.08050, -4.42511, -1.86610], [-1.55963, -2.41658, -1.51708], [-4.09624, -2.19674, -0.70964], [-3.20175, -1.22367, 0.94351], [-4.96342, -1.57885, 1.19195], [-4.49114, -3.97416, 1.17934], [-3.52946, -3.33142, 2.44314], [-2.16200, -4.81743, 0.76718], [-1.56685, -3.09185, 0.94916], [-4.95536, -2.84312, -0.90276], [-4.09205, -1.34072, -1.37786], [5.65514, -0.56045, 4.46733], [6.08132, -0.39390, 2.98596], [5.09381, 0.52134, 2.29932], [4.76608, 1.82360, 3.49080], [3.33899, 2.06773, 3.55392], [5.70907, 2.89611, 3.25889], [5.33231, 0.86757, 4.92796], [6.44920, -1.01423, 5.05117], [4.76151, -1.18815, 4.47998], [6.14643, -1.38928, 2.54625], [7.08138, 0.04477, 2.97713], [4.10239, 0.08958, 2.14959], [5.42619, 1.03737, 1.40084], [4.67642, 1.07549, 5.77865], [6.23606, 1.31005, 5.36163], [-6.76043, 2.31996, -1.00422], [-5.76073, 1.15415, -0.95598], [-4.69922, 1.38247, -2.03137], [-5.45742, 2.42309, -3.32567], [-5.62355, 1.64786, -4.55273], [-4.79556, 3.71122, -3.35139], [-7.05070, 2.52524, -2.49989], [-6.31013, 3.23026, -0.60648], [-7.65529, 2.04741, -0.44990], [-6.23427, 0.21249, -1.25648], [-5.35826, 0.95869, 0.03609], [-4.36013, 0.46599, -2.51713], [-3.75247, 1.78623, -1.66882], [-7.52052, 1.58322, -2.79775], [-7.56484, 3.36256, -2.96337]],
  "forces_ev_per_a": [[-0.3583, 0.1624, -0.9125], [-0.0386, 0.6818, 0.1604], [0.7178, -0.4059, 0.1713], [-0.3989, -0.7961, 0.5380], [0.0601, 0.2031, -0.0109], [-0.2135, 0.2169, -0.4200], [0.7679, 0.2300, 0.2008], [-0.2423, -0.7222, 0.0286], [-0.1944, 0.6043, 0.0929], [0.0180, -0.2200, -0.0383], [0.1439, 0.4868, 0.0151], [-0.6480, 0.0638, 0.0435], [0.2327, -0.2286, 0.6984], [0.0314, -0.1269, -0.8130], [0.1910, -0.1433, 0.1010], [0.6170, 0.5539, -0.1435], [-0.1909, -0.6678, 0.4741], [-0.4283, 1.4071, -0.8308], [1.1969, 0.1409, -0.0650], [-0.3750, -0.1986, 0.1075], [0.1526, -0.0010, 0.3549], [-0.0538, -0.2964, -0.8618], [0.0865, -0.0407, 0.1540], [-0.4068, 0.1191, 0.0940], [0.1170, 0.0175, 0.0740], [-0.1825, 0.3241, -0.0724], [0.1042, -0.1211, -0.0732], [0.0783, -0.4941, 0.3595], [-0.2635, -0.3492, 0.5691], [-0.3422, -0.2373, -0.1517], [0.6806, -0.0863, -0.6893], [-0.4111, -0.3377, 0.6004], [-0.5748, 0.6819, -0.2596], [-0.0438, 0.8315, 0.3366], [0.2612, 0.4073, 0.1119], [-0.9731, -1.1309, 0.1099], [-0.1016, -0.9021, -0.1103], [-0.2310, 0.1932, 0.4116], [0.0642, 0.1997, 0.0190], [0.1988, -0.1832, -0.2487], [0.2474, 0.2744, -0.0473], [0.2304, 0.0007, -0.2235], [0.2762, -0.3558, 0.1279], [-0.0579, 0.1601, -0.2355], [0.1599, 0.0005, 0.0640], [-0.8540, 0.7312, -0.7571], [0.5200, -0.4951, 0.5441], [-0.5360, 0.3219, 0.2143], [0.2410, -0.5991, 0.2719], [0.7025, 0.1293, 0.0528], [-0.3865, 0.2069, 0.2071], [0.5400, 0.5331, 1.2863], [-0.0597, -0.0243, 0.1203], [0.0312, -0.0670, 0.2373], [0.0003, 0.2442, -0.2623], [-0.0080, 0.0624, -0.1857], [0.1793, -0.3164, -0.1660], [0.0861, -0.2407, -0.0405], [-0.6776, -0.6991, -0.4395], [0.2426, 0.2521, -0.8569], [0.2129, 0.4930, -0.3927], [-0.0224, -0.4712, -0.6616], [0.9139, -0.1814, -0.1327], [0.5224, -0.7672, -0.1219], [0.2047, 0.7834, 0.9388], [-0.4649, -0.4402, -0.0411], [0.2507, -1.2220, -0.1829], [-0.0626, -0.0675, 0.3057], [-0.1067, 0.2899, 0.0082], [-0.5033, 0.1766, 0.2075], [0.2045, 0.3398, 0.0082], [-0.3846, -0.0212, -0.1616], [-0.2845, 0.6455, -0.0362], [-0.2338, 0.2467, -0.4220], [-0.1712, 0.2408, 0.6471]]
}

=====

No. 6
{
  "formula": "C5H7NO",
  "method": "ωB97M-V/def2-TZVPD",
  "fmax_ev_per_a": 0.5,
  "gap_ha": 0.298,
  "smiles": "C/C([O-])=C/C1=C[NH2+]1",
  "molar_mass_g_mol": 97.12,
  "spin_multiplicity": 1,
  "de_lowest_kj_mol": 368.60,
  "elements": ["C", "C", "O", "C", "C", "C", "N", "H", "H", "H", "H", "H", "H", "H"],
  "positions_angstrom": [[0.09133, 2.25119, 1.34031], [-0.32359, 1.27349, 0.25316], [-1.10509, 1.62429, -0.62537], [0.22356, -0.06700, 0.31808], [-0.20233, -0.96439, -0.60702], [-0.84765, -1.57704, -1.60053], [0.26302, -2.35144, -0.93109], [0.28687, 3.22797, 0.89099], [0.96993, 1.92070, 1.90205], [-0.74059, 2.37568, 2.04210], [0.92571, -0.36294, 1.08806], [-0.95815, -1.48218, -2.66816], [0.01355, -3.13553, -0.33375], [1.20888, -2.41137, -1.30862]],
  "forces_ev_per_a": [[0.0225, 0.0692, 0.0426], [-0.1327, 0.1427, -0.0734], [0.2007, -0.0828, 0.2220], [-0.0333, -0.0449, -0.0576], [-0.0671, -0.1047, -0.0815], [0.0487, 0.2944, -0.0196], [0.3163, -0.3692, 0.1768], [-0.0305, -0.1295, 0.0306], [-0.1203, 0.0170, -0.1009], [0.0800, -0.0490, -0.0998], [-0.0900, 0.0062, -0.1193], [-0.0094, -0.0024, 0.1551], [-0.0015, 0.1987, -0.0999], [-0.1835, 0.0542, 0.0250]]
}